ORCA calculation (wB97M-V/def2-TZVPD) on a molecular structure, C30H78F3LiO13S in a non-equilibrium geometry.

Structure (XYZ):
```
126
Properties=species:S:1:pos:R:3:forces:R:3:mulliken_charge:R:1
Li -1.06346 -2.44657 7.18784 0.1538 0.3157 -0.3599 0.996
C 1.07472 0.24612 0.96486 -1.6695 -0.4790 0.9570 0.581
F 0.77453 1.03673 -0.07289 0.4270 -0.2772 -0.0200 -0.213
F 1.74258 -0.83819 0.56705 0.2223 0.3020 -0.3697 -0.218
F 1.84209 0.92999 1.81684 0.2013 0.1111 -0.1316 -0.221
S -0.52818 -0.32204 1.82833 -1.3784 0.3677 1.1435 1.063
O -0.05126 -1.08307 3.00238 0.0651 0.7997 -0.6372 -0.707
O -1.24910 0.93559 2.17406 1.4176 -1.7437 -0.6666 -0.654
O -1.20473 -1.18412 0.86464 0.5924 0.7772 0.0956 -0.631
C -0.36538 7.84842 2.15402 0.2407 -0.0002 0.6466 -1.246
C -0.94127 7.16395 0.91658 0.6811 1.2888 1.1413 -0.132
O -0.70799 8.09279 -0.12048 -0.2904 -0.6356 -0.2307 -0.293
C -1.15095 7.56361 -1.34514 0.7970 0.6768 -1.1288 -0.161
C -0.76513 8.59082 -2.40516 -0.3376 0.7501 0.3110 -1.220
H -0.28319 7.17556 3.00759 -0.2346 -0.1114 0.0168 0.373
H 0.64087 8.23999 2.00489 0.1593 -0.3423 -0.4878 0.315
H -0.90065 8.74210 2.47482 -0.5080 -0.1874 -0.1501 0.304
H -0.43296 6.21317 0.75621 0.0457 -0.1260 -0.2728 0.275
H -2.01087 6.98867 1.03206 -0.1732 -0.1532 -0.0002 0.266
H -0.61483 6.63981 -1.56253 -0.1672 -0.4136 0.1106 0.284
H -2.22701 7.39011 -1.33526 -0.1647 -0.1236 0.0229 0.277
H 0.30954 8.77112 -2.43110 0.0581 -0.3607 -0.0502 0.280
H -1.18319 9.54348 -2.07995 -0.1345 0.1413 -0.0327 0.306
H -1.14152 8.43051 -3.41547 0.0341 -0.4209 0.1027 0.371
C 2.17957 -7.84963 3.10588 -0.5718 -0.2256 -0.9422 -1.125
C 1.33283 -9.12271 3.30911 0.2718 2.3741 0.9748 -0.280
O 1.27742 -9.25137 4.74844 0.0136 -1.5103 -1.3448 -0.301
C 0.94502 -10.59514 5.08353 -0.2982 0.6736 1.2786 -0.157
C 0.99847 -10.71057 6.61026 0.2320 0.0920 0.0930 -1.233
H 1.93690 -7.02419 3.77510 -0.1903 -0.4231 0.4077 0.296
H 3.25066 -8.04258 3.16628 -0.0929 -0.0166 -0.0916 0.280
H 1.89503 -7.44959 2.13268 0.5303 -0.0043 -0.3298 0.363
H 0.33613 -8.95584 2.90065 -0.3461 0.0722 0.2112 0.281
H 1.71110 -9.95681 2.71809 0.4845 -0.3915 0.6328 0.327
H -0.08420 -10.81100 4.79682 -0.2043 -0.0601 -0.3383 0.248
H 1.59831 -11.27824 4.54067 0.1863 -0.1934 0.2410 0.321
H 0.33858 -9.99250 7.09712 -0.4301 -0.0165 -0.3539 0.295
H 1.95892 -10.44098 7.04953 0.3423 -0.3174 -0.3742 0.315
H 0.71241 -11.70502 6.95280 0.0663 -0.0362 -0.0597 0.369
C 0.51353 3.85463 -7.42310 -0.1092 0.4405 -1.0626 -1.238
C -0.79654 3.11077 -7.07722 1.7444 0.5451 -0.7473 -0.195
O -1.86066 3.64828 -7.90752 2.5745 -0.1962 0.9720 -0.276
C -3.09235 3.08426 -7.71378 -2.3795 -0.0999 0.4204 -0.200
C -4.11695 4.09857 -8.22486 0.1734 0.4589 0.0574 -1.191
H 1.46836 3.47965 -7.05460 -0.4404 -0.4766 0.7956 0.388
H 0.72460 3.84536 -8.49243 -0.4791 0.0975 -0.2714 0.326
H 0.44249 4.90040 -7.12407 -0.0492 0.0234 0.0091 0.287
H -0.60432 2.04972 -7.23629 -0.5447 -0.2217 -0.2528 0.279
H -0.83295 3.26159 -5.99830 -1.3109 0.0626 0.1445 0.289
H -3.26290 2.12645 -8.20531 0.4544 -0.2799 -0.3399 0.277
H -3.30041 2.89395 -6.66088 0.1344 0.0495 0.3607 0.298
H -4.02509 4.22803 -9.30322 0.0517 0.0376 -0.0046 0.275
H -3.87951 5.04631 -7.74163 0.0717 0.1559 -0.1519 0.306
H -5.16963 3.93221 -7.99616 0.1101 -0.5986 0.0789 0.375
C -0.50711 2.78128 8.43169 -0.5179 -0.2307 -0.3554 -1.323
C 0.88895 2.27881 8.14772 -0.2466 1.0166 0.8413 0.613
C 1.89533 2.88722 9.08117 0.4458 0.8232 -0.2403 -1.315
O 0.93367 0.89506 8.40385 -0.4930 -1.2648 -0.4444 -0.573
H -0.56140 3.86931 8.46819 0.1679 -0.0306 -0.0625 0.354
H -0.88483 2.39238 9.37731 0.1808 -0.0147 0.1350 0.345
H -1.19478 2.44789 7.65448 -0.0759 0.0135 -0.0571 0.307
H 1.18243 2.51290 7.12441 -0.1123 -0.1266 -0.2292 0.221
H 2.84724 2.45146 8.77772 0.3655 0.0966 0.5496 0.388
H 1.65468 2.72231 10.13140 0.0868 -0.3373 -0.0694 0.306
H 1.97916 3.96615 8.95089 0.0231 0.0657 -0.1387 0.351
H 1.85593 0.64025 8.32572 0.1040 -0.2027 0.0065 0.326
C 5.36434 -2.12790 -6.57297 -0.7946 0.4959 -0.1038 -1.115
C 6.27720 -3.02018 -7.35715 -0.3377 -0.4694 0.3653 0.205
C 6.28995 -2.67293 -8.81857 0.0153 -0.4175 0.0159 -1.111
O 7.56295 -2.88408 -6.78092 0.3647 -0.6125 -0.1085 -0.543
H 4.34369 -2.10408 -6.95482 -0.0269 0.0062 -0.2423 0.336
H 5.79335 -1.13469 -6.70557 -0.2721 0.3805 0.3944 0.313
H 5.26761 -2.38409 -5.51793 0.4335 -0.0074 -0.0393 0.284
H 5.92052 -4.04653 -7.27060 0.4942 -0.2696 0.2837 0.323
H 5.27396 -2.84124 -9.17569 0.0209 0.5329 -0.3794 0.328
H 6.94497 -3.34099 -9.37781 0.0982 0.0316 0.0702 0.299
H 6.66271 -1.65334 -8.91641 -0.3470 0.1765 -0.3992 0.319
H 7.78125 -1.96063 -6.92650 0.3508 0.1532 0.1455 0.362
C -8.67638 3.94620 0.80460 -0.2753 0.5354 -0.3735 -1.304
C -7.66742 2.84828 0.98959 0.9408 -0.0492 -0.9278 0.638
C -6.66565 2.76402 -0.19118 -0.4671 0.2334 0.8215 -1.332
O -6.93424 3.12928 2.16788 -0.2125 0.1571 0.6177 -0.557
H -9.25296 3.80211 -0.10912 -0.1974 -0.3284 0.0629 0.367
H -8.20199 4.91498 0.64799 0.2906 0.0256 0.2630 0.324
H -9.35691 4.03725 1.65118 0.0283 -0.1030 -0.0011 0.317
H -8.18778 1.89414 1.07282 -0.0855 -0.2142 0.1667 0.154
H -7.17584 2.69994 -1.15227 0.1453 -0.0727 -0.0029 0.357
H -5.98980 1.92234 -0.03986 -0.0961 -0.1824 -0.1947 0.354
H -6.05010 3.66161 -0.13179 -0.0431 0.1473 -0.3046 0.363
H -6.06567 2.72147 2.13822 0.0041 -0.1578 -0.1246 0.320
C 6.73967 -1.76094 5.18832 -0.2300 -0.1828 0.7392 -0.875
C 6.98691 -2.51592 6.50216 -0.0734 0.7418 -0.7676 -0.282
O 6.34487 -1.81389 7.61565 0.5740 -1.0243 -0.8680 -0.515
H 5.65381 -1.70847 5.10926 0.0664 0.4909 -0.3909 0.235
H 7.14133 -2.26684 4.31034 0.0086 -0.2125 0.1201 0.328
H 7.21870 -0.78360 5.24705 -0.3286 0.1616 -0.0974 0.277
H 8.06795 -2.62680 6.58675 0.0402 -0.0139 0.7285 0.262
H 6.56481 -3.51253 6.37294 -0.1786 0.0389 0.6182 0.270
H 6.97375 -1.19009 7.98577 0.0933 0.0068 -0.0802 0.301
C -4.18055 -3.31800 -4.25964 -0.4001 0.6463 -1.4810 -1.134
C -2.74507 -3.64869 -4.65181 -1.2406 0.2671 -0.6624 -0.106
O -2.12510 -4.03039 -3.50475 1.5222 -1.1466 2.1678 -0.498
H -4.76607 -2.96916 -5.11027 -0.0192 0.0381 -0.2477 0.321
H -4.19245 -2.46886 -3.57632 -0.0084 -0.1918 0.3822 0.374
H -4.72475 -4.18523 -3.88565 0.3191 0.0299 0.3357 0.281
H -2.16793 -2.81893 -5.05987 -0.4549 0.3478 -0.5671 0.219
H -2.71237 -4.49053 -5.34343 0.0043 0.0466 -0.1865 0.242
H -2.48862 -3.49099 -2.79870 0.2981 -0.0283 0.2802 0.301
C -6.98817 -7.52469 1.37858 0.2621 0.5249 -0.7458 -0.905
C -5.64915 -6.93047 1.76388 0.1437 -0.3261 0.0256 -0.241
O -5.78094 -5.70975 2.43387 -0.2935 1.0241 0.8657 -0.527
H -7.51990 -7.89647 2.25446 0.0172 -0.0530 -0.1460 0.269
H -6.80336 -8.30262 0.63779 -0.2168 -0.3267 0.1995 0.310
H -7.58242 -6.75931 0.87942 -0.1896 -0.0149 0.0738 0.257
H -4.97779 -6.68729 0.94032 -0.0957 -0.9476 -0.4350 0.333
H -5.19433 -7.65283 2.44170 0.5187 0.0437 -0.0314 0.182
H -5.40051 -5.03025 1.87249 -0.1203 0.0921 0.2037 0.322
C 5.80494 4.59236 -2.80960 0.0839 0.0402 0.1212 -1.042
C 4.99512 5.79537 -2.31573 -0.3735 -0.4757 0.0880 -0.133
O 5.84930 6.64000 -1.57970 0.6039 0.1695 0.3988 -0.523
H 6.46672 4.95387 -3.59665 -0.0338 -0.3816 -0.1697 0.254
H 5.22919 3.71382 -3.10080 -0.5188 0.4979 -0.6700 0.340
H 6.42833 4.10087 -2.06265 0.1613 0.7485 0.5318 0.305
H 4.13178 5.50923 -1.71500 0.0178 -0.3674 0.2670 0.263
H 4.56370 6.38320 -3.12594 0.0893 -0.2521 -0.5368 0.242
H 5.33420 7.34691 -1.18404 -0.0399 0.0188 -0.0266 0.293
```
Forces are in eV/Å.

energy above the lowest of the compared OMol25 structures with the same formula, charge and spin = 619.1 kJ/mol
Kohn-Sham gap = 4.87 eV